# 1
C44H106O27P4 | ωB97M-V/def2-TZVPD

## Properties
Highest occupied orbital energy (alpha / beta) = -11.1091 / -11.1091 eV
Multiplicity = 2
Total charge = +1
Calculated total energy = -5136.52383 Eh
Orbital gap (alpha / beta) = 0.321 / 0.096 Eh

```
181
Properties=species:S:1:pos:R:3:forces:R:3:mulliken_spin:R:1
C -19.95117 -9.86171 6.69053 -1.0 0.8 -0.2 0.0000
O -18.88194 -9.49854 5.85383 1.7 1.3 -0.1 0.0000
P -17.89880 -8.27193 6.20912 1.4 0.2 1.8 0.0000
O -16.93379 -8.46425 7.36133 -2.5 0.4 -2.0 0.0000
O -17.16485 -8.08669 4.83554 0.7 0.0 -0.1 0.0000
C -16.39052 -9.11818 4.13978 -2.0 0.3 -1.2 0.0001
O -18.86537 -6.91073 6.28162 0.4 -2.4 -1.1 0.0000
C -18.24081 -5.65999 5.98184 1.0 0.3 2.1 0.0000
H -19.94283 -9.30634 7.62839 0.3 -0.6 0.4 0.0000
H -19.97594 -10.94940 6.75706 -0.2 0.3 0.3 0.0000
H -20.80500 -9.43102 6.16749 -0.6 -0.7 0.1 0.0000
H -15.44864 -8.72905 3.75306 0.0 0.0 0.7 0.0000
H -17.06149 -9.24170 3.28970 0.5 -0.3 -0.6 0.0000
H -16.40460 -10.12066 4.56748 0.5 0.5 0.8 0.0000
H -18.45175 -5.05737 6.86527 0.0 0.3 -0.1 0.0000
H -18.55457 -5.06100 5.12693 -0.3 -0.9 -0.4 0.0000
H -17.16737 -5.84489 6.02235 0.1 0.5 -0.5 0.0000
C -11.89461 0.19388 0.44512 1.4 -0.1 -0.2 0.0000
O -12.87393 0.01975 -0.55981 -1.7 -0.3 -0.2 0.0000
P -14.40781 0.09489 -0.08424 0.6 -1.4 -1.6 0.0000
O -14.77239 1.25832 0.69917 -0.5 0.3 0.0 0.0000
O -14.57208 -1.31639 0.71789 1.1 1.0 -2.8 0.0001
C -15.77259 -1.52610 1.39732 -0.5 0.9 1.5 0.0006
O -15.19233 -0.09792 -1.53421 2.1 0.4 1.8 0.0000
C -14.85595 -1.28515 -2.26714 -2.2 -1.6 0.8 0.0001
H -12.34676 0.32256 1.42853 0.4 0.1 0.0 0.0000
H -11.22235 0.99251 0.13150 -0.5 0.6 0.4 0.0000
H -11.19547 -0.64092 0.39602 -0.4 -0.6 0.4 0.0000
H -16.10189 -2.56511 1.38660 0.4 0.1 0.1 -0.0006
H -16.60099 -0.90318 1.05994 0.0 0.0 -0.4 0.0000
H -15.47683 -1.10698 2.35907 -1.0 -0.7 0.8 0.0000
H -15.25907 -2.10671 -1.67500 -0.4 -0.3 0.3 -0.0001
H -13.86165 -1.71232 -2.39746 0.6 1.5 -0.4 0.0000
H -15.54339 -1.27698 -3.11299 0.8 0.2 -0.5 0.0000
C -19.66755 -12.09487 -3.10250 0.5 0.7 -0.8 0.0054
O -19.03141 -12.26609 -4.37190 0.9 -0.1 -2.1 0.0013
P -18.07437 -11.14511 -5.09203 -0.9 -1.4 0.2 0.0003
O -18.18410 -9.84885 -4.39443 -0.1 -0.1 -0.6 0.0013
O -18.44314 -11.13851 -6.68010 0.3 -0.3 1.7 -0.0001
C -17.92245 -12.16320 -7.55692 -0.5 -0.3 -1.1 0.0000
O -16.66054 -11.85460 -5.09319 -0.3 0.2 0.2 -0.0001
C -15.48823 -11.07638 -4.87538 1.7 0.0 0.8 -0.0001
H -18.84751 -11.94849 -2.39950 -0.6 0.3 0.6 -0.0018
H -20.30462 -12.93453 -2.82463 0.5 -0.3 -0.4 0.0002
H -20.34180 -11.26601 -3.31813 -0.1 0.5 1.0 -0.0012
H -17.13154 -11.80312 -8.21488 0.5 0.3 0.7 0.0000
H -18.68752 -12.39594 -8.29760 -0.5 0.0 0.4 0.0000
H -17.65411 -13.10868 -7.08557 0.1 0.4 0.3 0.0000
H -14.94903 -11.37373 -3.97597 -0.9 -0.1 0.8 0.0001
H -15.69750 -10.00901 -4.80438 0.1 -0.1 -0.4 -0.0001
H -14.66671 -11.34478 -5.53958 -0.7 0.3 -1.1 0.0001
C -13.04582 -11.69076 -1.25711 1.9 0.7 -0.6 -0.0002
O -14.31643 -12.16685 -1.53879 -2.8 -0.3 1.1 0.0000
P -15.38638 -12.26098 -0.33540 1.2 -0.7 -0.5 0.0000
O -16.72762 -12.63625 -0.82386 0.5 0.3 0.5 -0.0001
O -14.60642 -13.35839 0.60310 -0.1 2.2 -1.3 0.0000
C -15.14960 -13.94010 1.80565 -0.6 0.3 -1.9 0.0000
O -15.25945 -10.82571 0.37552 -0.4 0.6 -0.1 0.0000
C -15.86671 -9.59719 -0.27680 -0.3 -2.0 0.1 -0.0003
H -12.90008 -10.72051 -1.73196 0.0 -0.2 -0.5 0.0002
H -12.41451 -12.45790 -1.70549 0.7 0.4 0.3 0.0000
H -12.77116 -11.47200 -0.22522 -0.4 -0.7 0.3 0.0000
H -14.95634 -14.99820 1.62913 0.1 0.0 0.9 0.0000
H -16.21190 -13.76494 1.63558 -0.3 -0.2 1.3 0.0000
H -14.67258 -13.46284 2.66168 -0.4 -0.4 0.1 0.0000
H -16.11872 -9.89155 -1.29560 0.2 0.3 -0.2 -0.0001
H -15.21855 -8.72152 -0.24217 0.2 -0.6 0.3 0.0004
H -16.81804 -9.41221 0.22205 0.3 0.2 0.2 0.0000
C -14.68426 -5.68612 -6.04650 -2.2 -1.4 -0.8 0.0001
O -15.58697 -6.51372 -6.84214 -0.7 -1.0 0.4 0.0000
C -16.50429 -5.82752 -7.69027 2.1 2.6 -0.1 0.0000
C -17.56321 -6.55307 -8.42323 -0.1 -1.2 0.2 -0.0001
O -18.43253 -5.61608 -9.06258 0.2 -0.8 0.4 0.0000
C -19.43740 -6.30560 -9.81894 1.1 0.2 -0.3 0.0000
H -13.96881 -5.19017 -6.70245 0.0 0.4 0.4 0.0000
H -14.23581 -6.39616 -5.35164 0.4 0.1 -0.2 0.0000
H -15.39762 -5.09696 -5.47021 0.7 1.0 0.1 0.0000
H -15.82186 -5.36004 -8.40009 -0.3 0.4 -0.7 0.0000
H -17.05161 -4.98512 -7.26730 0.2 0.2 1.1 0.0000
H -18.11829 -7.14465 -7.69520 -0.3 -0.3 0.0 0.0000
H -17.04259 -7.23086 -9.09973 -0.5 -0.2 -0.6 0.0000
H -19.97922 -5.53758 -10.37089 -0.2 -0.2 0.2 0.0000
H -20.06921 -6.98088 -9.24195 -0.2 0.4 0.5 0.0000
H -18.91734 -6.96202 -10.51661 -0.1 0.0 -0.4 0.0000
C -11.36912 -12.00342 -5.11967 1.5 -2.2 -0.3 0.0000
O -11.91189 -10.96247 -4.43369 -0.4 3.4 1.2 0.0000
C -10.85512 -10.07687 -3.89356 0.1 0.1 -0.8 -0.0001
C -11.17079 -8.64096 -3.49980 -1.9 0.2 0.1 0.0000
O -12.11229 -8.62510 -2.43463 -0.1 -1.8 -0.2 0.0001
C -12.80440 -7.45223 -2.25614 -0.2 0.5 0.4 -0.0001
H -10.96407 -12.68053 -4.36763 0.2 -0.7 -0.2 0.0000
H -10.54536 -11.80219 -5.80453 0.4 0.8 0.1 0.0000
H -12.01508 -12.57277 -5.78801 -0.9 0.3 0.5 0.0000
H -10.17781 -9.97503 -4.74149 0.6 -0.1 0.3 0.0000
H -10.34761 -10.44524 -3.00202 -0.1 -1.0 -0.2 0.0000
H -11.58859 -8.07499 -4.33240 -0.1 0.0 -0.3 0.0000
H -10.32422 -8.07196 -3.11553 0.8 -0.4 -0.4 0.0000
H -12.11651 -6.72361 -1.82716 -0.2 0.6 -0.1 0.0000
H -13.61468 -7.61897 -1.54639 0.1 -0.1 0.1 0.0001
H -13.28161 -7.11262 -3.17540 0.2 0.3 -0.3 0.0001
C -18.29503 -7.13085 1.87918 0.6 1.5 0.5 0.0032
O -16.87878 -6.95286 1.75951 0.3 0.3 -1.7 0.0003
C -16.40413 -5.84700 0.85439 -0.9 -1.0 0.9 0.0008
C -16.90078 -5.84382 -0.59645 0.5 -0.1 0.4 -0.0050
O -16.43299 -6.97421 -1.34457 0.0 0.4 0.3 0.0039
C -16.48900 -6.83420 -2.76826 -1.5 -0.1 0.5 -0.0005
H -18.85677 -7.35525 0.97243 0.3 -0.7 -0.4 -0.0063
H -18.75646 -6.19979 2.20828 0.0 0.5 0.1 0.0006
H -18.48766 -7.81166 2.70834 0.2 -0.3 -0.4 0.0000
H -15.31455 -5.82272 0.83616 0.0 -0.6 0.3 0.0002
H -16.72154 -4.95195 1.38939 -0.2 0.4 -0.5 -0.0002
H -16.53531 -4.92576 -1.05654 0.3 0.2 0.0 0.0002
H -17.98277 -5.71298 -0.57927 -0.5 -0.5 -0.4 0.0006
H -17.42044 -6.31824 -3.00130 -0.2 0.4 -0.3 0.0009
H -16.65611 -7.82339 -3.19449 0.6 -0.1 0.0 -0.0011
H -15.67703 -6.29222 -3.25309 0.3 -0.1 0.4 -0.0002
C -19.57820 -4.39947 -5.29881 -0.6 2.3 0.1 -0.0004
C -18.71409 -3.16416 -4.93493 -0.4 -0.7 1.5 -0.0001
C -19.76190 -2.14074 -4.43389 1.8 0.4 0.4 0.0000
O -20.73399 -2.88420 -3.70073 0.2 -0.8 -1.6 0.0001
C -20.88247 -4.16825 -4.40315 1.6 0.4 -0.1 0.0048
H -19.03570 -5.34099 -5.21310 -0.4 0.0 -0.2 0.0008
H -19.90107 -4.10816 -6.29830 0.0 -1.2 -0.4 0.0001
H -17.95444 -2.80459 -5.62901 -0.6 0.0 -0.5 0.0000
H -18.12948 -3.48183 -4.07155 0.1 0.3 0.4 0.0000
H -20.09325 -1.42501 -5.18625 -0.9 -0.6 -0.5 0.0000
H -19.23452 -1.46252 -3.76308 -0.2 -0.1 0.6 0.0001
H -21.69200 -4.17812 -5.13298 -0.5 0.2 0.5 -0.0001
H -21.01787 -4.89454 -3.60173 -0.1 -0.2 -0.2 0.0010
C -12.56144 -4.94676 1.18370 -0.7 -1.0 -0.1 0.0001
C -12.86807 -3.86000 0.20945 -0.8 0.9 -2.2 0.0000
C -11.69581 -3.80706 -0.82598 0.4 -0.7 2.7 0.0001
O -10.62812 -4.15341 0.11559 0.8 -0.2 -1.8 0.0000
C -11.09226 -4.89405 1.22468 1.5 0.7 1.4 0.0000
H -12.75084 -5.97055 0.86108 -0.8 0.1 -0.5 0.0000
H -13.01018 -4.85801 2.17307 -0.1 0.3 -0.1 0.0000
H -12.89371 -2.90968 0.74269 -0.2 0.0 -0.3 0.0001
H -13.77008 -3.99311 -0.38783 -0.6 0.1 0.4 -0.0002
H -11.47225 -2.84444 -1.28585 -0.1 0.3 0.6 0.0000
H -11.74746 -4.48289 -1.67961 -0.2 -0.6 0.2 0.0000
H -10.71487 -4.33799 2.08286 0.0 0.0 0.3 0.0000
H -10.74816 -5.91826 1.36856 0.8 0.0 -0.7 0.0000
C -22.09232 -7.85467 -3.20946 0.3 0.3 0.3 0.0064
C -20.61844 -8.20764 -3.10209 -0.7 0.6 -2.2 -0.0059
C -20.48941 -8.64701 -1.66813 1.8 0.8 -2.0 0.1061
O -21.41153 -7.97158 -0.92910 -2.4 0.6 0.4 0.6397
C -22.28932 -7.23495 -1.82316 -0.7 -0.5 -1.0 -0.0122
H -22.62836 -8.77035 -3.45904 -0.6 0.0 0.8 0.0027
H -22.34715 -7.17565 -4.02315 0.2 0.3 0.2 -0.0011
H -20.04030 -7.32416 -3.37287 0.4 0.1 0.5 0.0283
H -20.42395 -8.91976 -3.90407 0.7 -0.4 0.6 -0.0014
H -19.53976 -8.28999 -1.26962 0.5 -1.1 0.6 0.0059
H -20.70324 -9.71522 -1.70399 0.3 -0.6 1.0 0.0655
H -21.84057 -6.24467 -1.74523 0.2 0.5 -0.2 0.0681
H -23.32735 -7.11195 -1.51420 0.2 -0.4 0.9 0.0313
C -22.53197 -6.07272 4.26355 1.1 1.6 1.5 -0.0008
C -21.36320 -6.15873 3.31244 1.5 -1.8 -0.9 -0.0046
C -21.89476 -7.09518 2.16311 -2.4 1.3 1.7 0.0081
O -23.28346 -7.21563 2.57525 -1.7 -1.9 -1.6 0.0405
C -23.70451 -6.16672 3.41524 1.0 0.7 -0.7 -0.0001
H -22.65901 -5.11448 4.76727 0.8 0.0 0.5 0.0007
H -22.56025 -6.88357 4.99144 0.3 0.1 0.0 0.0001
H -20.52390 -6.71075 3.73548 0.2 0.4 0.4 0.0028
H -20.95930 -5.25295 2.86019 -0.4 0.2 0.4 0.0020
H -21.56467 -8.12863 2.05767 0.5 0.2 0.2 0.0057
H -21.90479 -6.60130 1.19148 0.3 0.1 -0.3 0.0001
H -24.54055 -6.20779 4.11342 -0.7 -1.2 -1.0 0.0003
H -23.77176 -5.24491 2.83745 -0.4 0.2 -0.3 0.0023
C -20.26990 -1.93489 0.22368 -0.5 0.4 -1.7 0.0000
C -20.70501 -2.74824 1.41127 -2.0 0.7 1.9 -0.0011
C -19.51605 -2.83517 2.31087 0.5 -0.2 -1.0 0.0003
O -18.50766 -2.92860 1.35204 2.8 -0.7 -1.5 0.0004
C -18.88041 -2.50010 -0.00085 -0.9 -0.3 1.9 0.0003
H -20.23071 -0.84993 0.12652 -0.2 0.2 1.3 0.0000
H -20.92676 -2.17702 -0.61179 0.1 -0.2 -0.2 0.0000
H -21.06971 -3.70649 1.04132 0.5 -0.4 0.0 0.0007
H -21.52653 -2.45038 2.06280 -0.5 0.8 -0.5 -0.0001
H -19.48197 -3.71719 2.95039 -0.1 -0.1 0.0 -0.0001
H -19.27864 -1.96066 2.91665 -0.7 0.2 0.2 0.0001
H -19.01755 -3.38061 -0.62853 0.8 0.0 -0.3 0.0001
H -18.17141 -1.73914 -0.32699 0.1 -0.5 -0.3 0.0000
```
Positions in Å, forces in eV/Å.

---

# 2
C14H3Cl5N2O5RuSe | ωB97M-V/def2-TZVPD

## Properties
Highest occupied orbital energy (alpha / beta) = -5.6766 / -5.7897 eV
Multiplicity = 2
Total charge = -1
Calculated total energy = -5818.50384 Eh
Orbital gap (alpha / beta) = 0.291 / 0.263 Eh
Energy relative to the best compared isomer or geometry (same formula, charge and spin) = 4.37 kcal per mole

```
31
Properties=species:S:1:pos:R:3:forces:R:3:mulliken_spin:R:1
Ru -0.72477 1.26223 -0.33136 -0.2 -0.4 -0.1 0.8774
O 1.84244 2.70455 -3.15069 0.0 -0.1 0.0 0.0001
C 1.20709 2.26842 -2.20810 0.0 0.2 0.0 -0.0029
O -0.05831 2.00612 -2.16903 -0.1 -0.1 -0.1 0.0023
C 1.93551 1.98243 -0.90227 0.1 0.0 0.1 -0.0011
C 3.30215 1.97542 -0.68618 0.0 0.0 0.0 -0.0033
C 3.77037 1.52722 0.54248 0.1 0.0 0.0 0.0044
C 2.89016 1.07896 1.52243 0.0 0.1 0.0 -0.0063
C 1.53719 1.13674 1.25666 0.1 -0.1 -0.1 0.0063
N 1.12797 1.61167 0.08319 0.1 0.0 -0.1 -0.0281
C 0.42174 0.58483 2.13897 0.0 0.3 0.3 0.0035
O 0.69608 0.22101 3.26343 0.0 -0.1 -0.1 0.0203
O -0.75665 0.58236 1.58793 -0.1 -0.1 -0.1 0.0101
H 3.96026 2.28170 -1.48651 0.0 0.0 0.0 -0.0005
H 4.83651 1.49341 0.72826 0.0 0.0 0.0 0.0004
H 3.22294 0.67401 2.46714 0.0 0.0 0.0 0.0000
Cl -3.50777 -5.22554 0.02751 0.0 0.0 0.0 0.0009
C -2.50262 -3.84743 -0.23199 0.0 0.0 0.0 0.0089
C -3.06246 -2.57737 -0.32890 0.0 0.0 0.0 -0.0046
Cl -4.76672 -2.36622 -0.19840 0.0 0.0 0.0 -0.0003
C -2.24664 -1.47791 -0.53822 0.0 0.0 0.0 0.0121
Cl -2.94207 0.11415 -0.65884 0.1 0.1 -0.1 0.0013
C -0.85260 -1.58196 -0.67042 0.0 0.0 -0.1 -0.0020
O -0.07814 -0.56427 -0.90766 0.0 0.0 0.1 0.0260
C -0.31254 -2.87937 -0.55867 0.0 0.0 0.0 0.0070
Cl 1.39726 -3.03385 -0.69171 0.0 0.0 0.0 0.0007
C -1.11946 -3.98689 -0.34631 0.0 0.0 0.0 -0.0034
Cl -0.40797 -5.55207 -0.21940 0.0 0.0 0.0 -0.0003
Se -1.62649 3.50003 -0.00470 0.1 0.2 0.2 0.0622
C -3.11388 3.13636 1.02485 0.0 0.0 0.0 -0.0055
N -4.06861 2.95125 1.64648 0.0 0.0 0.0 0.0144
```
Positions in Å, forces in eV/Å.

---

# 3
C4H12 | ωB97M-V/def2-TZVPD

## Properties
Highest occupied orbital energy = -11.6916 eV
Total charge = 0
Calculated total energy = -159.57765 Eh
Orbital gap = 0.473 Eh
Energy relative to the best compared isomer or geometry (same formula, charge and spin) = 4.59 kcal per mole

```
16
Properties=species:S:1:pos:R:3:forces:R:3:lowdin_charge:R:1
C 1.37985 1.11784 0.43477 0.6 -0.4 -0.5 -0.1586
C 2.16628 0.48482 -0.72393 -0.2 -0.7 0.2 -0.1702
H 0.31772 1.11682 0.20813 -0.1 0.1 0.2 0.0367
H 1.56016 0.56732 1.35561 -0.1 -0.1 0.1 0.0635
H 1.74458 2.12217 0.59646 -0.2 0.4 0.1 0.0561
H 2.02557 -0.60120 -0.75272 -0.2 0.0 0.1 0.0545
H 3.24623 0.60020 -0.59856 -0.1 0.4 -0.2 0.0599
H 1.80697 0.82936 -1.69817 0.4 0.3 0.1 0.0620
C -1.88703 -0.58654 0.86201 -0.6 0.2 0.7 -0.1809
C -1.64696 -1.00116 -0.58078 -0.1 0.2 -0.3 -0.1672
H -1.89913 0.48372 1.02707 0.2 0.4 -0.3 0.0506
H -2.88523 -0.87172 1.19873 0.1 -0.3 0.0 0.0583
H -1.17897 -0.97150 1.59726 0.1 -0.2 -0.3 0.0629
H -0.84184 -1.71694 -0.67593 0.0 -0.4 0.0 0.0566
H -1.34797 -0.17463 -1.21777 0.0 0.3 0.0 0.0527
H -2.56023 -1.39857 -1.03217 0.2 -0.2 0.1 0.0629
```
Positions in Å, forces in eV/Å.